C13H33Cl4FNO11P2V as an isolated structure at a distorted geometry, computed with ωB97M-V/def2-TZVPD.

Properties
F_max: 6.411 eV/Å
2S+1: 2
Total charge: -1
HOMO energy (spin up / spin down): -1.453 / -3.837 eV
Kohn-Sham gap (spin up / spin down): 3.74 / 6.12 eV
Expectation value of S²: 0.7550

CARTESIAN COORDINATES (ANGSTROEM)
O1 13.97410 -24.17313 18.27024
V1 12.48986 -23.79763 17.83190
O2 12.58933 -23.46126 16.33962
F1 12.11792 -21.79527 18.71621
C1 10.33869 -25.87554 21.34261
C2 11.61264 -25.19739 20.97989
O3 11.86590 -24.89089 19.81829
N1 12.42544 -24.98322 22.03084
C3 13.78266 -24.54707 22.01434
H1 9.70950 -25.31220 22.03171
H2 10.63717 -26.80117 21.83477
H3 9.88071 -25.96917 20.35794
H4 12.07997 -25.26025 22.93858
H5 13.97564 -24.01619 21.08212
H6 14.46394 -25.39635 21.96251
H7 14.05467 -23.79078 22.75064
C4 8.92406 -22.15661 19.54991
O4 8.44488 -23.45486 19.24647
P1 8.70111 -24.08764 17.74518
O5 10.13817 -24.11972 17.32755
O6 7.74686 -23.23388 16.74110
C5 6.36328 -23.57347 16.66996
O7 8.02629 -25.64453 17.76769
C6 8.80993 -26.77579 18.20795
H8 9.42628 -22.25819 20.51197
H9 8.13273 -21.42587 19.71700
H10 9.62182 -21.73018 18.82923
H11 5.93824 -24.15955 17.48479
H12 6.21354 -24.23361 15.81562
H13 5.76598 -22.74469 16.28987
H14 9.87374 -26.58250 18.34593
H15 8.79913 -27.56161 17.45265
H16 8.55030 -27.17828 19.18708
C7 11.01036 -29.61017 16.76217
O8 11.15586 -28.26590 17.10203
P2 12.62730 -27.56509 17.22485
O9 12.36940 -26.08387 17.41076
O10 13.36360 -28.04695 15.89343
C8 13.26109 -27.29083 14.68465
O11 13.30156 -28.31815 18.45321
C9 14.13777 -27.60114 19.35880
H17 10.18641 -30.01324 17.35102
H18 11.85022 -30.28484 16.92820
H19 10.77349 -29.79493 15.71439
H20 14.27578 -27.06559 14.35636
H21 12.67511 -26.37596 14.77257
H22 12.72265 -27.85731 13.92486
H23 13.50208 -27.58074 20.24400
H24 14.31366 -26.60163 18.96113
H25 15.05752 -28.16284 19.52210
Cl1 16.46670 -19.82166 18.19277
C10 15.08925 -20.56866 17.21995
C11 13.88511 -19.53327 17.24167
Cl2 14.16727 -18.00217 16.29688
H26 14.81043 -21.53436 17.64161
H27 15.43913 -20.73167 16.20058
H28 13.63976 -19.27395 18.27155
H29 13.03023 -20.07403 16.83563
Cl3 13.87204 -21.52443 14.07811
C12 13.53039 -22.94035 13.03226
C13 12.06100 -23.17585 12.75429
Cl4 11.31496 -21.63103 12.14123
H30 13.91424 -23.86922 13.45413
H31 14.19196 -22.79086 12.17899
H32 11.60485 -23.36577 13.72587
H33 11.85802 -23.97550 12.04194

Force components x, y, z for each atom (eV/Å):
3.58 -0.65 2.07
-1.85 0.98 4.12
-0.50 1.47 -6.22
-0.01 -1.31 -0.43
-0.09 -0.04 -0.37
0.47 1.11 -0.96
-0.53 -0.28 1.40
-0.07 0.01 1.33
0.98 0.73 -1.64
0.05 0.15 -0.11
-0.50 -0.37 -0.25
-0.46 -0.50 0.60
-0.13 -0.08 -0.29
-0.24 -0.08 -0.42
0.20 0.01 0.52
-0.29 -0.47 0.51
0.73 0.99 0.77
-0.72 -1.84 -2.27
1.63 -0.97 0.38
-2.69 0.24 0.79
0.40 -1.18 1.35
-0.66 -0.82 -1.74
0.60 2.32 0.57
1.07 -0.05 -0.02
0.30 0.09 -0.17
-0.52 -0.32 -0.28
0.27 -0.40 -0.06
0.22 0.72 0.49
0.45 -0.51 -0.14
0.22 0.59 1.04
0.04 0.75 -0.48
-0.49 0.21 -0.02
-0.98 0.20 -0.09
-0.50 -1.59 -0.17
1.49 0.35 0.13
-2.14 3.35 0.44
0.66 -4.13 -0.85
0.06 -0.09 0.90
-0.25 0.40 -0.57
-0.48 -0.73 -2.10
-0.39 0.37 0.32
-0.10 0.02 0.02
0.47 0.44 0.45
-0.18 0.57 -0.24
-0.16 0.03 -0.02
0.29 0.22 0.61
0.25 -0.48 0.07
0.61 0.40 0.42
0.15 0.33 0.31
-0.11 0.03 -0.05
-0.38 -0.55 -0.44
-0.74 1.88 -0.06
0.82 -1.71 0.19
0.03 -0.71 0.34
-0.18 0.19 0.34
0.15 0.20 0.20
0.15 0.12 -0.22
-0.03 0.24 -0.17
-0.17 -0.58 -0.20
0.80 -0.36 -0.32
0.14 1.25 0.60
-0.10 -0.62 -0.19
-0.05 0.20 0.76
-0.58 0.19 -0.43
-0.20 -0.08 -0.08
0.17 0.15 0.02

Partial atomic charges computed with the Löwdin method, in multiples of e:
1. O -0.5524
2. V 0.6443
3. O -0.5027
4. F -0.5659
5. C 0.0122
6. C -0.5229
7. O 0.0012
8. N 0.0068
9. C -0.0712
10. H 0.0906
11. H 0.0868
12. H 0.0531
13. H 0.1301
14. H 0.0847
15. H 0.0796
16. H 0.0839
17. C -0.1164
18. O -0.2409
19. P 0.5912
20. O -0.2514
21. O -0.1967
22. C -0.1267
23. O -0.2326
24. C -0.1128
25. H 0.0873
26. H 0.0781
27. H 0.0769
28. H 0.0861
29. H 0.0788
30. H 0.0868
31. H 0.0514
32. H 0.0803
33. H 0.0803
34. C -0.1471
35. O -0.2343
36. P 0.5083
37. O -0.2630
38. O -0.2108
39. C -0.0827
40. O -0.2151
41. C -0.0712
42. H 0.0852
43. H 0.0849
44. H 0.0842
45. H 0.0930
46. H 0.0859
47. H 0.0827
48. H 0.0861
49. H 0.0714
50. H 0.0883
51. Cl 0.4292
52. C -0.5706
53. C -0.6354
54. Cl 0.4456
55. H 0.0544
56. H 0.0141
57. H 0.0545
58. H 0.0503
59. Cl 0.5835
60. C -0.6583
61. C -0.6075
62. Cl 0.4709
63. H 0.0668
64. H 0.0547
65. H 0.0562
66. H 0.0676